Record 1
Computed, not measured: C23H32AsN8O2STi as an isolated structure, with the ωB97M-V functional and the def2-TZVPD basis.

HOMO-LUMO gap (spin up / spin down): 4.263 / 6.224 eV
⟨S²⟩: 0.777
2S+1: 2
total charge: 0
LUMO (spin up / spin down): -0.38 / -0.39 eV
electronic energy: -135176.360 eV
max |F|: 0.9 eV Å⁻¹

Structure (XYZ):
```
68
Properties=species:S:1:pos:R:3:forces:R:3:mulliken_spin:R:1
Ti -0.27560 -2.25987 1.33324 -0.14 -0.85 0.14 0.142
C -3.24209 2.64866 1.81048 -0.01 0.01 -0.01 0.000
N -2.08075 1.89169 1.37746 -0.01 0.00 0.01 -0.001
C -1.04084 2.60636 0.65173 0.02 0.03 -0.02 -0.002
C -1.97677 0.54567 1.53475 -0.10 -0.10 -0.15 0.002
N -1.11258 -0.20622 0.95511 0.13 0.17 0.22 -0.011
N -2.93310 -0.02671 2.37764 0.07 0.05 0.04 0.000
C -2.76815 -1.20486 3.08796 0.09 0.10 -0.02 0.003
N -3.81692 -1.48694 3.91771 -0.05 -0.03 0.00 0.002
N -1.74187 -1.94789 2.93812 -0.10 -0.13 -0.05 -0.005
H -3.27268 3.58001 1.25082 0.02 0.01 0.02 0.000
H -3.21113 2.89527 2.87581 -0.01 -0.02 0.01 0.000
H -4.17585 2.13087 1.57945 0.00 0.00 -0.01 0.000
H -1.00653 3.63210 1.01319 0.00 0.00 -0.03 0.001
H -1.21159 2.62406 -0.42707 -0.01 -0.03 -0.03 0.001
H -0.06635 2.16214 0.84609 0.03 0.03 0.02 0.000
H -0.47735 0.31219 0.36012 0.00 -0.08 -0.07 0.011
H -3.68395 0.56663 2.67879 0.01 0.00 0.01 0.000
H -4.42379 -0.75448 4.24086 0.01 0.00 0.01 0.000
H -3.71972 -2.27866 4.52951 0.01 0.02 0.01 0.000
H -1.74602 -2.78616 3.50974 -0.03 0.02 -0.02 -0.003
C 0.36878 4.75938 -2.91987 0.00 -0.01 0.03 0.001
O 0.84385 4.37166 -1.64528 -0.01 -0.01 0.01 0.000
C 1.95887 3.57604 -1.61098 -0.05 0.02 0.01 -0.005
C 2.58723 3.06359 -2.73656 0.05 -0.04 0.04 0.005
C 3.71966 2.26953 -2.57932 -0.04 0.02 -0.08 -0.010
C 4.19426 1.95277 -1.32274 0.26 -0.25 0.12 0.013
C 3.57489 2.48755 -0.19724 -0.13 0.04 0.07 -0.009
C 2.46757 3.29982 -0.34316 0.04 0.00 0.00 0.006
N 5.43594 1.21297 -1.22237 -0.19 0.07 -0.08 0.006
N 5.54719 0.22457 -0.48633 -0.12 -0.14 0.02 0.003
C 4.40778 -0.32689 0.21116 0.14 0.19 -0.17 0.006
C 4.51000 -0.39583 1.58805 -0.08 -0.02 0.06 0.004
C 3.44060 -0.83471 2.36514 0.06 0.09 -0.06 0.050
C 2.28332 -1.24742 1.72481 -0.21 -0.01 0.15 -0.004
O 1.18196 -1.66803 2.36210 0.21 0.12 -0.03 -0.005
C 2.21918 -1.29931 0.32620 -0.02 0.09 -0.13 0.078
N 1.03824 -1.84351 -0.17959 0.27 0.13 -0.09 0.118
C 0.96957 -1.96114 -1.54468 -0.10 -0.01 0.15 0.250
C 1.98485 -1.56130 -2.37977 0.02 0.01 -0.09 -0.148
C 3.15581 -0.99181 -1.88743 -0.01 0.04 0.13 0.419
C 3.28403 -0.84437 -0.47574 0.03 0.04 -0.01 -0.055
H -0.47768 5.41776 -2.74246 0.00 0.00 0.00 0.000
H 0.03898 3.89562 -3.50369 0.00 0.00 -0.01 0.000
H 1.13444 5.30089 -3.48063 0.00 0.00 -0.01 0.000
H 2.22567 3.27741 -3.73119 0.00 0.00 -0.01 0.000
H 4.23698 1.88808 -3.45031 0.00 -0.02 0.00 0.007
H 3.96186 2.27347 0.79028 0.00 0.00 -0.03 0.004
H 1.99422 3.75083 0.51950 -0.02 0.00 0.01 0.001
H 5.42885 -0.06185 2.05394 0.00 0.01 0.00 0.006
H 3.49475 -0.86384 3.44457 0.01 0.01 0.00 0.009
H 0.06731 -2.40176 -1.94367 0.01 -0.01 -0.02 0.093
H 1.85799 -1.71049 -3.44491 0.01 0.01 0.01 -0.009
H 3.95880 -0.70788 -2.54746 0.06 0.04 -0.06 0.028
S -0.40182 -4.39843 1.61557 -0.16 0.33 -0.08 0.008
C -3.07794 -1.75432 -1.80472 -0.03 -0.01 -0.09 0.007
As -2.22656 -2.93852 -0.49765 0.11 0.07 0.15 -0.015
C -3.81940 -3.51365 0.46474 -0.01 0.02 -0.06 0.001
C -1.93491 -4.50386 -1.60452 -0.04 0.00 -0.03 0.006
H -3.98117 -2.21814 -2.20238 0.00 0.03 -0.03 0.000
H -2.38651 -1.55821 -2.62434 0.01 0.01 0.01 -0.003
H -3.33293 -0.80270 -1.33804 -0.01 -0.01 0.03 0.000
H -4.54160 -3.94058 -0.23160 -0.01 -0.01 0.02 -0.001
H -4.27451 -2.66356 0.97442 0.00 0.00 0.02 -0.001
H -3.51096 -4.25885 1.19546 -0.01 0.00 0.01 0.001
H -2.77024 -4.62618 -2.29412 0.01 -0.05 0.00 0.000
H -1.84890 -5.36389 -0.94432 0.01 0.00 0.00 0.000
H -1.00466 -4.40477 -2.16038 0.00 0.01 -0.01 -0.005
```
Positions in Å, forces in eV/Å.


Record 2
Computed, not measured: C23H32BNO7Sn as an isolated structure in a non-equilibrium geometry, with the ωB97M-V functional and the def2-TZVPD basis.

HOMO-LUMO gap: 9.340 eV
total charge: 0
LUMO: 0.41 eV
electronic energy: -46704.149 eV
max |F|: 2.1 eV Å⁻¹

Structure (XYZ):
```
65
Properties=species:S:1:pos:R:3:forces:R:3:mulliken_charge:R:1
Sn 0.27577 -0.04630 0.01091 0.51 -0.77 1.88 1.197
O -2.13988 -1.92856 1.95290 0.03 -0.12 -0.15 -0.670
C -1.41698 -2.14955 1.01133 -0.20 -0.11 0.28 -0.326
O -1.33073 -1.36430 -0.05880 0.49 -0.10 0.72 -0.414
C -0.55747 -3.41686 0.95595 0.02 0.26 -0.21 -0.009
C -0.14805 -3.75375 -0.48903 -0.15 -0.34 0.26 0.000
C 0.42467 -5.17808 -0.56014 -0.01 0.11 -0.02 -1.072
C 1.82628 -4.97122 0.06518 -0.02 0.11 -0.01 -1.033
C 1.77240 -3.47508 0.40849 0.15 -0.28 0.20 -0.279
O 1.01035 -2.93224 -0.67524 -0.08 0.04 -0.09 -0.291
C 0.84188 -3.27224 1.63378 0.06 0.19 -0.13 0.237
C 1.23367 -1.96963 2.33905 0.13 0.01 0.19 -0.096
O 1.99381 -2.03471 3.28453 -0.10 -0.06 -0.11 -0.708
O 0.79933 -0.83138 1.86363 -0.10 0.03 -0.18 -0.493
H -1.13396 -4.21210 1.42464 0.01 0.00 0.03 0.593
H -0.90862 -3.51382 -1.22569 0.04 0.00 -0.07 0.571
H -0.19066 -5.88924 -0.01066 -0.01 -0.02 -0.01 0.425
H 0.49368 -5.50907 -1.59568 0.00 -0.03 0.01 0.322
H 1.99910 -5.58325 0.94859 0.02 0.00 0.00 0.409
H 2.62041 -5.16986 -0.65356 -0.01 0.00 -0.01 0.353
H 2.73689 -2.97681 0.47954 -0.05 0.03 -0.03 0.588
H 1.01251 -4.05564 2.36719 -0.03 -0.01 0.01 0.751
C -1.47482 -0.41310 -2.42151 -0.57 -0.11 -0.66 -0.941
N -0.12779 0.05111 -2.09165 -0.56 0.11 -1.89 0.509
C 0.00569 1.48058 -2.37119 -0.06 0.54 -0.52 -1.023
C 0.89237 -0.72094 -2.81951 0.36 -0.33 -0.25 -1.216
C 2.24302 -0.49164 -2.20182 0.18 0.05 -0.25 0.845
C 3.44517 -0.51910 -2.89187 0.02 -0.17 -0.14 -1.005
C 4.64172 -0.42048 -2.18899 -0.11 -0.01 0.05 -0.629
C 4.63382 -0.28666 -0.80420 0.03 -0.02 0.00 -0.744
C 3.42414 -0.22953 -0.11676 0.33 0.02 -0.26 -1.022
C 2.24800 -0.31868 -0.84038 -0.70 0.47 1.37 0.743
H -1.70601 -0.24485 -3.48114 0.16 0.11 0.03 0.354
H -2.20399 0.11952 -1.81123 0.03 -0.06 -0.02 0.197
H -1.55760 -1.47596 -2.19905 -0.01 0.26 -0.10 0.200
H -0.19121 1.69887 -3.42842 0.04 -0.10 0.09 0.440
H 1.01384 1.81475 -2.12560 -0.01 0.01 0.01 0.341
H -0.70171 2.04478 -1.76176 0.02 -0.02 -0.14 0.281
H 0.90024 -0.51154 -3.89760 -0.23 0.14 0.14 0.502
H 0.64978 -1.77595 -2.66409 -0.04 0.06 -0.16 0.178
H 3.45419 -0.64032 -3.97002 0.02 -0.01 0.00 0.445
H 5.57968 -0.46114 -2.72764 0.01 0.04 0.03 0.412
H 5.56832 -0.21208 -0.26271 0.02 -0.03 -0.01 0.456
H 3.40160 -0.12709 0.96255 0.02 0.04 -0.02 0.569
C -2.54345 2.65302 3.19432 0.07 -0.09 -0.18 -2.005
C -2.55999 2.89106 1.68809 0.06 0.15 0.16 1.585
C -3.96945 3.22747 1.23121 0.15 -0.11 0.01 -1.828
O -2.17302 1.63093 1.07444 -0.59 -0.04 0.01 -0.586
B -0.89297 1.74044 0.69616 0.87 -0.43 -0.08 0.986
O -0.36268 2.98387 0.78063 0.01 0.42 0.19 -0.679
C -1.43738 3.88014 1.19470 -0.16 0.11 -0.10 1.661
C -1.84047 4.67118 -0.04550 0.09 -0.16 0.12 -1.990
C -0.89844 4.81628 2.26174 0.00 -0.14 -0.10 -1.792
H -3.20622 1.81739 3.41538 -0.02 0.02 0.02 0.516
H -2.88493 3.53550 3.73465 0.02 0.00 0.04 0.385
H -1.54400 2.37841 3.53146 -0.01 0.03 0.05 0.333
H -4.64453 2.46614 1.62013 -0.05 0.04 0.00 0.453
H -4.05028 3.22762 0.14623 -0.01 0.05 -0.01 0.338
H -4.27517 4.20062 1.61679 -0.03 0.01 0.00 0.367
H -2.18239 3.99803 -0.83243 -0.07 0.05 -0.04 0.283
H -0.97314 5.21693 -0.41599 0.00 0.02 0.01 0.485
H -2.63220 5.38073 0.19219 -0.02 0.02 -0.08 0.398
H -0.42355 4.25955 3.06648 -0.03 0.03 0.03 0.338
H -1.70599 5.42407 2.67111 0.02 0.05 0.02 0.357
H -0.15264 5.47375 1.81589 -0.01 0.03 0.02 0.451
```
Positions in Å, forces in eV/Å.


Record 3
Computed, not measured: C23H32F6FeN3OP3S as an isolated structure, with the ωB97M-V functional and the def2-TZVPD basis.

HOMO-LUMO gap (spin up / spin down): 8.079 / 7.494 eV
⟨S²⟩: 8.765
2S+1: 6
total charge: +1
LUMO (spin up / spin down): -3.57 / -4.53 eV
electronic energy: -120283.070 eV
max |F|: 0.5 eV Å⁻¹

Structure (XYZ):
```
70
Properties=species:S:1:pos:R:3:forces:R:3:mulliken_spin:R:1
Fe 1.68265 -0.68488 0.60447 0.06 0.18 0.43 4.077
C 2.16813 1.57979 -2.09300 0.08 -0.22 0.34 0.019
P 1.09288 1.45644 -0.62013 -0.04 0.06 -0.35 0.089
C -0.55684 0.95948 -1.27937 -0.06 -0.05 0.10 -0.016
N -0.94742 1.48710 -2.40905 0.00 0.11 0.01 -0.001
C -2.18354 1.18079 -2.87181 -0.03 -0.06 0.06 -0.001
C -2.64140 1.75094 -4.08119 -0.02 0.00 -0.02 0.000
C -3.89665 1.45660 -4.52565 0.02 0.01 0.00 0.000
C -4.74111 0.58251 -3.79625 -0.01 -0.01 0.00 0.000
C -4.31890 0.00930 -2.63330 -0.01 0.00 0.00 0.001
C -3.02390 0.30005 -2.14819 0.08 0.05 -0.03 -0.001
N -2.57869 -0.29131 -1.01280 -0.06 -0.02 -0.03 0.000
C -1.38572 0.01913 -0.58116 0.09 -0.03 0.14 -0.025
P -0.77291 -0.97570 0.85784 -0.07 0.03 -0.21 0.170
C -1.21111 -2.67076 0.36050 -0.04 0.06 -0.04 0.015
C -1.80653 -0.66290 2.37218 0.07 0.04 0.09 0.048
C -1.16406 -1.47142 3.50931 -0.02 0.03 0.00 0.005
C -1.79530 0.82090 2.73838 0.03 -0.08 -0.02 0.014
C -3.24851 -1.12693 2.15023 -0.01 0.01 0.01 0.007
C 0.91763 3.22496 -0.07352 0.04 0.14 0.18 0.047
C 2.22081 3.63242 0.62911 -0.03 -0.02 0.05 0.016
C 0.69578 4.13531 -1.28583 0.03 -0.04 -0.05 0.008
C -0.25523 3.34802 0.89440 0.02 0.08 0.01 0.016
H 2.82069 2.44391 -1.99039 -0.06 0.03 -0.02 -0.002
H 1.54588 1.66948 -2.98110 0.11 -0.02 -0.09 0.003
H 2.79601 0.69094 -2.11093 -0.05 0.10 -0.34 0.001
H -1.98105 2.41777 -4.61937 0.00 -0.01 0.01 0.000
H -4.25975 1.89368 -5.44615 0.00 0.00 0.00 0.000
H -5.73160 0.36903 -4.17506 0.00 0.00 0.00 0.000
H -4.94223 -0.66638 -2.06298 0.00 0.01 -0.01 0.000
H -2.26899 -2.70611 0.10620 0.00 -0.01 0.01 0.002
H -1.00111 -3.35379 1.18225 0.01 -0.01 0.00 -0.002
H -0.63026 -2.95904 -0.51205 0.03 0.01 0.00 0.003
H -0.16124 -1.11757 3.74336 -0.01 0.00 0.01 0.000
H -1.11665 -2.53924 3.28985 -0.01 0.00 -0.01 -0.001
H -1.78297 -1.35222 4.40088 0.01 0.00 0.00 0.001
H -0.78664 1.18209 2.93204 0.00 -0.03 0.00 -0.003
H -2.37489 0.94958 3.65477 0.01 0.01 -0.01 0.000
H -2.25945 1.43344 1.96565 -0.01 0.02 -0.04 -0.001
H -3.32105 -2.20627 2.02174 0.00 0.00 -0.01 0.000
H -3.71256 -0.63860 1.29445 0.00 0.00 0.00 0.001
H -3.81867 -0.86663 3.04468 -0.01 -0.01 -0.01 0.001
H 3.09431 3.53125 -0.01636 0.00 -0.03 -0.04 -0.001
H 2.39266 3.06210 1.53897 0.00 0.11 -0.12 -0.003
H 2.14466 4.68781 0.89897 -0.01 0.01 0.00 0.001
H 1.54727 4.11921 -1.96736 -0.09 0.06 0.03 0.001
H 0.58993 5.15818 -0.91798 -0.01 -0.01 0.01 0.000
H -0.20028 3.88020 -1.84771 -0.05 -0.03 -0.01 0.000
H -0.07504 2.78586 1.80697 -0.02 0.03 -0.02 0.000
H -1.19349 3.01957 0.44384 -0.03 0.00 -0.02 -0.001
H -0.37476 4.39940 1.16469 0.01 -0.02 0.02 0.000
O 2.43880 -2.42618 0.93151 0.06 -0.28 -0.07 0.155
N 2.58310 -3.36416 -0.00411 -0.01 0.07 0.04 0.000
C 3.13220 -4.53772 0.37897 -0.01 0.05 0.03 0.003
C 3.30684 -5.53967 -0.53252 -0.01 0.00 -0.05 0.008
C 2.90999 -5.32618 -1.85633 0.02 -0.03 0.05 0.001
C 2.35766 -4.12146 -2.21802 -0.03 0.07 -0.01 0.007
C 2.19148 -3.10733 -1.26908 0.03 -0.09 -0.03 -0.017
S 1.54299 -1.54942 -1.61693 0.08 -0.05 0.06 0.268
H 3.40313 -4.58133 1.42277 0.00 -0.01 0.00 0.000
H 3.74911 -6.47112 -0.21327 0.00 0.00 -0.01 0.001
H 3.03984 -6.10357 -2.59657 0.00 0.00 0.01 0.000
H 2.04702 -3.92092 -3.23320 0.00 -0.01 0.01 -0.002
F 3.20469 0.45009 1.39854 0.07 -0.11 0.05 0.041
P 2.90890 0.56012 3.13845 0.05 0.03 -0.08 0.002
F 2.50822 0.57570 4.64950 -0.01 0.02 0.05 0.001
F 4.17051 -0.35434 3.34762 -0.04 0.01 -0.05 0.001
F 1.58359 1.38868 2.70318 -0.14 0.00 0.11 0.010
F 3.74940 1.88788 3.16328 0.05 -0.07 0.01 0.001
F 1.98375 -0.80654 2.85915 -0.04 -0.04 -0.14 0.031
```
Positions in Å, forces in eV/Å.


Q: Which of these has the highest electronic energy?
A: C23H32BNO7Sn